The following is a quantum chemistry calculation of a 2-piece molecular cluster, C5H11O2 overall, from the OMol25 dataset.

The geometry in XYZ format:
```
18
Properties=species:S:1:pos:R:3:forces:R:3
O 3.51361 1.78275 1.03285 0.212 -0.151 0.020
C 2.34346 1.77426 0.68973 0.049 0.311 0.270
C 1.83076 1.85411 -0.66873 -0.297 -0.404 0.085
H 1.58156 1.65093 1.49488 -0.088 0.070 -0.197
H 2.64419 1.95460 -1.38593 -0.019 -0.050 -0.083
H 1.10910 2.66411 -0.78360 -0.161 0.019 0.103
H 1.16489 0.79989 -0.76380 0.437 0.214 -0.158
C -0.89212 -0.15126 -0.69354 -0.160 0.051 0.138
O 0.43398 -0.44543 -0.73154 -0.102 -0.030 -0.059
C -1.62375 -0.83767 0.48090 0.090 0.131 0.019
C -1.46204 -2.35047 0.42423 -0.222 0.044 0.163
H -1.43886 -0.43470 -1.62439 -0.012 -0.085 -0.047
H -1.08566 0.94617 -0.58592 -0.005 0.012 -0.007
H -2.69007 -0.55741 0.51126 0.131 -0.020 -0.125
H -1.16344 -0.45113 1.39664 -0.038 -0.063 0.071
H -2.00529 -2.86356 1.22476 0.018 0.056 0.055
H -0.40811 -2.60230 0.50306 0.087 -0.048 -0.130
H -1.85221 -2.73287 -0.52086 0.080 -0.056 -0.119
```
Forces are in eV/Å.

Properties
LUMO level ... 0.155 hartree
E_tot ... -347.57153 hartree
HOMO-LUMO gap ... 7.55 eV
Multiplicity ... 1
Molar mass ... 103.141 g mol⁻¹
Total charge ... -1